Entry 1:
Molecular formula: CCl2NOP
Method: DFT, wB97M-V/def2-TZVPD

CARTESIAN COORDINATES (ANGSTROEM)
N: -3.01 -1.82 0.51
C: -2.06 -1.21 0.33
P: -0.51 -0.07 0.15
O: -0.84 0.98 -0.78
Cl: 2.30 0.77 0.00
Cl: 4.12 1.35 -0.21

The value obtained for the HOMO energy is -11.1 eV. Its charge is 0. Its lowest unoccupied orbital energy is -0.07720 hartree. The calculation puts the energy above the lowest of the compared OMol25 structures with the same formula, charge and spin at 3.272 eV. The max |F| comes out at 0.0488 hartree/bohr. The spin multiplicity is 1. The HOMO-LUMO gap comes out at 8.991 eV.

***

Entry 2:
Molecular formula: CCl2O
Method: DFT, wB97M-V/def2-TZVPD

CARTESIAN COORDINATES (ANGSTROEM)
C: -0.13 0.09 0.04
O: 1.63 -0.86 -0.03
Cl: -1.38 -0.93 0.00
Cl: -0.11 1.70 -0.01

The value obtained for the HOMO energy (spin up / spin down) is -9.6 / -9.3 eV. Its charge is 0. Its lowest unoccupied orbital energy (spin up / spin down) is -0.06937 / -0.07342 hartree. The calculation puts the energy above the lowest of the compared OMol25 structures with the same formula, charge and spin at 6.828 eV. The max |F| comes out at 0.1563 hartree/bohr. The spin multiplicity is 1. The HOMO-LUMO gap (spin up / spin down) comes out at 7.726 / 7.263 eV.

***

Entry 3:
Molecular formula: CCl2O3S2
Method: DFT, wB97M-V/def2-TZVPD

CARTESIAN COORDINATES (ANGSTROEM)
O: 1.13 -0.49 -1.88
C: 0.99 -0.41 -0.71
Cl: 1.68 -1.32 0.47
S: -0.14 0.81 0.37
O: 0.32 2.07 -0.08
O: -0.13 0.34 2.25
S: -2.13 0.47 -0.24
Cl: -1.72 -1.48 -0.18

The value obtained for the HOMO energy is -10.3 eV. Its charge is 0. Its lowest unoccupied orbital energy is -0.06613 hartree. The calculation puts the energy above the lowest of the compared OMol25 structures with the same formula, charge and spin at 5.355 eV. The max |F| comes out at 0.1323 hartree/bohr. The spin multiplicity is 1. The HOMO-LUMO gap comes out at 8.503 eV.

***

Entry 4:
Molecular formula: CCl3F
Method: DFT, wB97M-V/def2-TZVPD

CARTESIAN COORDINATES (ANGSTROEM)
F: -0.24 -0.84 1.19
C: -0.12 -0.15 0.17
Cl: -1.65 0.33 -0.36
Cl: 0.77 -1.05 -1.02
Cl: 1.05 1.22 0.69

The value obtained for the HOMO energy is -11.2 eV. Its charge is 0. Its lowest unoccupied orbital energy is 0.01461 hartree. The calculation puts the energy above the lowest of the compared OMol25 structures with the same formula, charge and spin at 0.467 eV. The max |F| comes out at 0.1102 hartree/bohr. The spin multiplicity is 1. The HOMO-LUMO gap comes out at 11.635 eV.

***

Entry 5:
Molecular formula: CCl3F
Method: DFT, wB97M-V/def2-TZVPD

CARTESIAN COORDINATES (ANGSTROEM)
F: 0.00 0.01 1.40
C: 0.00 0.00 0.07
Cl: 1.62 -0.43 -0.49
Cl: -0.44 1.61 -0.49
Cl: -1.18 -1.19 -0.49

The value obtained for the HOMO energy is -11.5 eV. Its charge is 0. Its lowest unoccupied orbital energy is 0.01677 hartree. The calculation puts the energy above the lowest of the compared OMol25 structures with the same formula, charge and spin at 0.000 eV. The max |F| comes out at 0.0036 hartree/bohr. The spin multiplicity is 1. The HOMO-LUMO gap comes out at 11.915 eV.

***

Entry 6:
Molecular formula: CCl3FOS
Method: DFT, wB97M-V/def2-TZVPD

CARTESIAN COORDINATES (ANGSTROEM)
C: -0.58 -0.28 -1.23
O: 1.14 1.64 1.89
F: 0.32 -1.15 -1.74
S: 0.28 0.49 2.09
Cl: -0.90 1.03 -2.28
Cl: -1.94 -1.08 -0.53
Cl: 1.32 -0.90 3.18

The value obtained for the HOMO energy (spin up / spin down) is -9.3 / -9.3 eV. Its charge is 0. Its lowest unoccupied orbital energy (spin up / spin down) is -0.03911 / -0.05638 hartree. The calculation puts the energy above the lowest of the compared OMol25 structures with the same formula, charge and spin at 1.390 eV. The max |F| comes out at 0.0159 hartree/bohr. The spin multiplicity is 1. The HOMO-LUMO gap (spin up / spin down) comes out at 8.277 / 7.795 eV.

***

Entry 7:
Molecular formula: CClF2NO
Method: DFT, wB97M-V/def2-TZVPD

CARTESIAN COORDINATES (ANGSTROEM)
C: 0.73 -0.02 0.02
N: -1.47 0.17 0.04
O: -2.12 -0.76 -0.09
F: 1.00 0.79 1.04
F: 0.97 0.74 -1.05
Cl: 1.50 -1.52 0.01

The value obtained for the HOMO energy (spin up / spin down) is -8.6 / -8.6 eV. Its charge is 0. Its lowest unoccupied orbital energy (spin up / spin down) is -0.02521 / -0.02529 hartree. The calculation puts the energy above the lowest of the compared OMol25 structures with the same formula, charge and spin at 1.422 eV. The max |F| comes out at 0.0739 hartree/bohr. The spin multiplicity is 1. The HOMO-LUMO gap (spin up / spin down) comes out at 7.883 / 7.883 eV.

***

Entry 8:
Molecular formula: CClF3OS
Method: DFT, wB97M-V/def2-TZVPD

CARTESIAN COORDINATES (ANGSTROEM)
C: -0.56 1.11 -0.25
O: 0.87 -2.37 -0.72
F: -1.38 1.42 0.77
F: -1.18 1.05 -1.47
F: 1.28 -1.52 1.55
S: 0.14 -1.83 0.38
Cl: 0.83 2.14 -0.27

The value obtained for the HOMO energy (spin up / spin down) is -9.5 / -9.9 eV. Its charge is 0. Its lowest unoccupied orbital energy (spin up / spin down) is -0.03849 / -0.05062 hartree. The calculation puts the energy above the lowest of the compared OMol25 structures with the same formula, charge and spin at 1.709 eV. The max |F| comes out at 0.0433 hartree/bohr. The spin multiplicity is 1. The HOMO-LUMO gap (spin up / spin down) comes out at 8.497 / 8.483 eV.

***

Entry 9:
Molecular formula: CClFO
Method: DFT, wB97M-V/def2-TZVPD

CARTESIAN COORDINATES (ANGSTROEM)
C: 0.32 -0.44 -0.11
O: -0.09 -1.50 0.08
F: -1.70 1.30 0.02
Cl: 1.47 0.64 0.01

The value obtained for the HOMO energy (spin up / spin down) is -9.6 / -9.6 eV. Its charge is 0. Its lowest unoccupied orbital energy (spin up / spin down) is -0.09418 / -0.09415 hartree. The calculation puts the energy above the lowest of the compared OMol25 structures with the same formula, charge and spin at 4.437 eV. The max |F| comes out at 0.0747 hartree/bohr. The spin multiplicity is 1. The HOMO-LUMO gap (spin up / spin down) comes out at 7.066 / 7.070 eV.

***

Entry 10:
Molecular formula: CClNO5
Method: DFT, wB97M-V/def2-TZVPD

CARTESIAN COORDINATES (ANGSTROEM)
O: 1.88 -0.60 1.04
C: 0.73 -0.87 1.20
Cl: 0.18 -2.26 2.19
O: -0.32 -0.17 0.80
O: -0.13 0.96 -0.09
N: -0.67 0.96 -1.44
O: -1.24 -0.01 -1.75
O: -0.43 2.00 -1.95

The value obtained for the HOMO energy is -11.9 eV. Its charge is 0. Its lowest unoccupied orbital energy is -0.02834 hartree. The calculation puts the energy above the lowest of the compared OMol25 structures with the same formula, charge and spin at 1.997 eV. The max |F| comes out at 0.0646 hartree/bohr. The spin multiplicity is 1. The HOMO-LUMO gap comes out at 11.093 eV.

***

Number 1: total energy -38906.0001 eV. Number 2: total energy -28122.3389 eV. Number 3: total energy -53889.4346 eV. Number 4: total energy -41321.0391 eV. Number 5: total energy -41321.5059 eV. Number 6: total energy -54201.7801 eV. Number 7: total energy -22527.9227 eV. Number 8: total energy -34591.6409 eV. Number 9: total energy -18319.9293 eV. Number 10: total energy -25279.8526 eV.